Record 1
2 unconnected molecules or ions with the total composition C5H7N at a distorted geometry, computed with wB97M-V/def2-TZVPD.

Each line ends with the Löwdin charge.
Geometry (Å):
H: 1.80002 1.05510 -0.85896  0.126
C: -0.45725 -0.94031 1.72639  0.107
H: -0.31055 -0.67835 2.79296  -0.031
H: -0.47093 -2.04616 1.72190  -0.031
H: -0.49749 1.51173 0.29564  0.100
C: 1.30013 -0.42640 0.57622  -0.262
N: 1.74740 -0.95995 1.52156  0.143
C: -1.33852 0.65095 -1.42793  0.003
C: 1.02511 0.29163 -0.69509  -0.164
H: 1.09218 -0.41295 -1.53351  0.124
C: -0.34540 0.90330 -0.59088  -0.237
H: -2.32465 1.06617 -1.24879  0.059
H: -1.22004 -0.01476 -2.27951  0.062

Properties
Charge   0
ΔE to the lowest compared entry with this formula, charge and spin   5.278 eV
Molecular weight   81.1 g/mol
HOMO-LUMO gap   9.17 eV
HOMO level   -8.7 eV


Record 2
A molecular structure, C12H20AsClN3O2Se4Si2Y at a distorted geometry, computed with wB97M-V/def2-TZVPD.

Each line ends with the Löwdin charge.
Geometry (Å):
C: -2.76949 1.26736 0.23851  -0.160
H: 1.68605 0.23518 -3.37373  0.026
C: -1.81870 -2.14270 1.65787  -0.248
Se: 3.04797 2.38818 1.38457  -0.067
Cl: 0.76078 6.07739 -0.78462  0.517
Y: 0.44187 1.18732 1.30993  0.652
H: 1.12920 1.16362 -1.96172  0.015
C: -0.06781 -4.33748 0.59496  -0.261
H: -0.93382 -4.97676 0.36819  0.019
H: 2.80928 -2.49987 -3.18920  0.020
C: 0.13837 3.81772 0.76221  -0.822
H: -1.38760 -1.93075 2.64081  -0.020
H: 3.95063 0.78028 -1.45149  0.011
H: 0.17723 -0.21589 -2.53582  0.008
H: 4.37287 -0.41750 -0.24163  0.005
H: 0.25932 -4.53615 1.62298  0.019
Se: -0.56359 0.59203 3.96444  -0.145
H: -2.40743 -1.26647 1.36018  0.005
H: -0.49719 -2.57451 -2.07738  -0.004
Se: 2.97577 1.61098 3.60147  -0.170
H: 0.75920 -4.60861 -0.07360  0.008
C: 3.94516 -0.29279 -1.23866  -0.261
C: -4.68714 2.77887 0.59270  -0.260
H: -2.10152 -2.93569 -1.39668  0.031
N: -1.64440 1.00463 0.25914  0.092
H: 4.58696 -0.80269 -1.97141  0.015
H: -2.49585 -3.00103 1.75172  0.025
C: 2.33312 -2.62991 -2.20510  -0.252
N: -5.71910 -0.29193 -0.78659  0.090
H: 1.35231 -3.09848 -2.35588  -0.006
C: -5.01692 0.52009 -0.35756  -0.266
H: -1.51138 -1.26103 -1.45428  0.007
Si: -0.47687 -2.51392 0.41186  0.118
O: 0.38595 3.12452 -0.25047  -0.156
Si: 2.20241 -0.98239 -1.30289  0.109
As: 1.44995 -1.28850 0.86750  0.610
C: -4.14849 1.52432 0.17554  -0.270
C: -1.21088 -2.30063 -1.29313  -0.236
Se: 0.95032 2.28838 4.53389  -0.133
H: 1.18856 5.48965 1.47073  0.076
C: 0.36038 5.31446 0.79099  -0.480
C: 1.19798 0.15500 -2.39193  -0.227
N: -5.15102 3.78945 0.90663  0.094
H: 2.94321 -3.32007 -1.60766  0.022
H: -0.53288 5.79032 1.17982  0.078
O: -0.26279 3.32597 1.85478  -0.229

Properties
Charge   -2
ΔE to the lowest compared entry with this formula, charge and spin   0.121 eV
Molecular weight   809.6 g/mol
HOMO-LUMO gap   6.55 eV
HOMO level   -2.1 eV


Record 3
A single C16H24N2OS molecule, computed with wB97M-V/def2-TZVPD.

Each line ends with the Löwdin charge.
Geometry (Å):
H: -0.13150 1.76700 2.10091  0.101
H: -6.42466 0.33184 -0.47694  0.082
H: -6.45270 -1.04264 0.64074  0.082
H: 1.64425 -2.73085 -1.58116  0.107
H: 2.90703 -0.68992 -1.97813  0.083
C: 0.42941 -1.22615 -0.61920  -0.198
C: 2.22376 -0.35979 0.68044  -0.336
C: -1.85221 1.17365 1.01437  -0.010
C: 0.06222 2.22306 0.00871  -0.549
C: -0.58789 2.21234 -1.22064  -0.121
H: 0.24862 -3.37690 -0.71318  0.108
C: 1.91985 -2.84966 0.55483  -0.197
H: -0.18120 -1.03856 -1.50596  0.116
C: 3.21576 0.78006 0.93282  -0.208
H: 2.42867 -3.81455 0.49220  0.107
H: 3.50573 -1.83770 1.61168  0.112
H: 1.91081 1.94325 2.21609  0.064
C: -5.86562 -0.52834 -0.11422  -0.003
H: -2.34620 1.66424 -2.29500  0.111
C: -2.49185 1.13258 -0.21976  -0.229
C: 2.13886 0.06157 -1.75030  -0.090
H: -4.12626 0.66837 -1.33945  0.139
H: -5.68158 -1.20533 -0.94606  0.081
C: -4.55263 -0.07944 0.49885  -0.518
C: -1.85068 1.67382 -1.33331  -0.030
C: -0.59189 1.72797 1.12581  -0.091
H: -0.22458 -1.15188 0.25624  0.119
H: 2.60989 1.04278 -1.71716  0.054
H: 1.41869 0.07006 -2.56709  0.090
H: 1.28722 -2.86115 1.44639  0.113
H: -0.09045 2.62489 -2.08449  0.104
C: 2.57662 2.09198 1.36897  -0.443
C: 1.04309 -2.62992 -0.67501  -0.178
N: 1.41617 -0.16901 -0.51739  -0.193
H: 3.87955 0.46537 1.74370  0.116
H: 3.65273 -1.76501 -0.14436  0.113
H: 3.35464 2.80003 1.65819  0.070
S: 1.66157 2.97823 0.06056  0.943
C: 2.94231 -1.72223 0.68383  -0.154
H: 1.50642 -0.36705 1.51427  0.147
H: 3.83562 0.94903 0.05255  0.107
O: -4.25529 -0.29039 1.65217  0.065
H: -2.34746 0.77580 1.88417  0.102
N: -3.76483 0.57853 -0.39966  0.114

Properties
Charge   0
ΔE to the lowest compared entry with this formula, charge and spin   0.356 eV
SMILES   CC(=O)Nc1ccc(SCC[C@@H]2CCCCN2C)cc1
Molecular weight   292.4 g/mol
HOMO-LUMO gap   8.15 eV
HOMO level   -7.5 eV


Record 4
A molecular structure, C28H28N6O3SScSe, computed with wB97M-V/def2-TZVPD.

Each line ends with the Löwdin charge.
Geometry (Å):
H: -4.51643 0.69222 1.13838  0.092
C: -1.40116 1.13096 -2.21094  -0.445
H: -0.80283 0.95609 -4.22097  0.094
Se: -0.84025 3.52130 3.07661  0.472
C: -4.15235 1.21730 2.01722  -0.192
C: -1.35041 -0.46837 3.44212  -0.346
H: 2.32162 -0.31813 -3.99979  0.081
C: -3.25643 2.46253 4.23977  -0.163
C: 1.30347 -0.65364 -4.20298  -0.040
C: -0.87615 0.10051 4.66030  -0.005
H: 0.93102 -0.16572 -5.10134  0.067
H: 6.03025 -5.52979 0.32082  0.092
H: 2.61631 1.85550 4.43550  0.090
C: -3.29913 -4.05567 1.49782  -0.140
H: 1.35869 -1.73091 -4.35644  0.077
C: -2.47911 2.60164 3.07783  -0.765
H: -2.43620 1.99586 1.00342  0.075
C: 2.26929 1.62500 3.43166  -0.023
C: 2.99144 -4.07558 0.68580  -0.022
H: 0.70960 1.25630 5.48529  0.130
H: -2.25012 3.05728 -1.92698  0.090
C: 2.98508 -3.26402 -0.44302  -0.138
H: 3.05371 1.12202 2.87200  0.095
C: 5.17834 -4.89581 0.10783  -0.108
H: -5.01158 1.59877 5.11531  0.089
H: -2.11430 -7.23092 1.65267  0.089
H: -2.51301 2.40036 -3.56328  0.073
C: -1.37656 -5.68366 0.35391  -0.098
H: -3.42132 1.76585 -2.16826  0.089
C: -3.17619 -5.37835 1.90289  -0.111
C: 0.42467 -0.33860 -3.02327  -0.307
N: 1.10615 0.75011 3.52289  -0.051
H: -4.05973 -3.42183 1.93849  0.091
O: -1.27493 0.82201 -0.96417  -0.184
H: -3.25403 -0.85159 4.00373  0.108
C: 0.31140 0.73578 4.62692  -0.074
N: 1.78182 -1.74160 -1.83436  0.078
C: 1.80330 -2.40306 -0.71688  -0.452
H: -0.84029 -3.96814 -0.81645  0.091
H: 4.06952 -2.63618 -2.16992  0.104
H: -2.82931 -1.27452 2.37706  0.024
H: 1.97739 2.54426 2.92333  0.061
N: -2.53170 -1.06657 3.33322  0.207
H: 6.02980 -4.08552 -1.68947  0.094
C: -2.21115 -6.19934 1.33704  -0.121
H: 4.07806 -5.51663 1.84175  0.096
H: -2.94137 2.93804 5.16011  0.081
C: -2.98025 1.95041 1.93851  -0.143
C: 5.17631 -4.08548 -1.02242  -0.096
H: -0.61799 -6.31164 -0.09869  0.097
C: 0.60321 0.23837 2.36015  -0.518
C: -1.49904 -4.36376 -0.05665  -0.122
N: -4.87858 1.06622 3.13140  0.014
Sc: -0.38469 -0.67179 0.05341  0.902
S: -2.66330 -1.84547 -0.00980  0.606
N: 0.64801 -0.91590 -1.87828  -0.034
H: -3.83882 -5.76640 2.66792  0.093
C: -2.45821 2.15493 -2.50473  -0.015
N: -0.58421 -0.39277 2.35137  0.131
O: 1.20519 0.34050 1.27091  -0.014
C: -2.45762 -3.52320 0.51636  -0.661
O: 0.87361 -2.34356 0.18910  -0.158
C: -4.41603 1.70491 4.21128  -0.207
C: 4.08254 -4.88772 0.95990  -0.091
H: 2.12776 -4.05548 1.33776  0.114
C: 4.08614 -3.27544 -1.29745  -0.033
C: -0.63456 0.60147 -3.21507  -0.025
H: -1.48431 0.10181 5.55092  0.116

Properties
Charge   -1
ΔE to the lowest compared entry with this formula, charge and spin   0.000 eV
Molecular weight   652.6 g/mol
HOMO-LUMO gap   6.59 eV
HOMO level   -4.1 eV